[1]
66
Properties=species:S:1:pos:R:3:mulliken_charge:R:1 method="wB97M-V/def2-TZVPD" energy_ha=-2113.066200 lumo_energy_ev="-11.237 / -14.933" total_charge=+4 spin_multiplicity=5 e_homo_ev="-19.02 / -19.44" homo_lumo_gap_ev="7.78 / 4.51"
Ir -0.68783 0.18838 0.05438 1.75
Cl -1.61090 -2.58602 1.69359 -0.07
C -0.05776 -3.15494 2.04169 1.27
C -0.00776 -4.23817 3.00592 -0.56
C 1.18550 -4.79219 3.36380 -0.65
C 2.34594 -4.28810 2.77446 -0.66
C 2.28176 -3.21028 1.81519 -0.13
C 1.09744 -2.63007 1.43503 -0.48
P 1.15157 -1.25455 0.20546 0.92
C 1.12204 -2.05848 -1.40499 0.26
C 1.32846 -1.24360 -2.52931 -0.28
C 1.24833 -1.78334 -3.80287 -0.83
C 0.94779 -3.13233 -3.96646 -0.66
C 0.73069 -3.93996 -2.85797 -0.80
C 0.81437 -3.40860 -1.57722 -0.52
C 2.74019 -0.47164 0.49148 0.11
C 3.83430 -0.69463 -0.34367 0.01
C 5.05378 -0.09923 -0.04491 -0.79
C 5.18268 0.70003 1.08192 -0.56
C 4.09373 0.91842 1.92058 -0.80
C 2.87192 0.33875 1.62505 -0.39
H -0.94156 -4.59347 3.42512 0.52
H 1.21837 -5.59859 4.08485 0.49
H 3.31967 -4.69231 3.02771 0.49
H 3.21229 -2.85109 1.38879 0.57
H 1.60596 -0.20081 -2.40763 0.54
H 1.44219 -1.16294 -4.66764 0.49
H 0.89871 -3.55733 -4.96021 0.47
H 0.51393 -4.99160 -2.98959 0.48
H 0.66091 -4.06301 -0.72791 0.40
H 3.74454 -1.33137 -1.21471 0.48
H 5.90764 -0.26666 -0.68784 0.50
H 6.13752 1.15312 1.31375 0.46
H 4.20960 1.53626 2.80107 0.47
H 2.02281 0.50259 2.28327 0.40
N -4.42818 3.68438 -1.12723 -0.10
C -3.17681 3.04461 -0.54494 0.49
C -1.96563 3.82246 -1.05104 -1.31
C -0.65072 3.45270 -0.35867 0.04
N -0.07819 2.15899 -0.86368 -0.75
C -0.78748 3.44281 1.16231 -1.32
C -2.00132 2.69149 1.70496 0.07
N -1.76170 1.20370 1.72623 -0.72
C -3.29045 3.07716 0.97607 -1.27
H -4.41681 3.69202 -2.15201 0.38
H -4.52601 4.66002 -0.82344 0.40
H -5.28092 3.19481 -0.83832 0.38
H -3.18928 2.01718 -0.91862 -0.15
H -2.12043 4.88845 -0.85348 0.49
H -1.86320 3.72546 -2.13551 0.47
H 0.06438 4.23379 -0.62441 0.46
H 0.92251 2.18891 -0.66802 0.33
H -0.13295 2.15295 -1.88107 0.29
H -0.87192 4.48078 1.49207 0.53
H 0.13083 3.06824 1.62354 0.39
H -2.13790 2.98895 2.74658 0.41
H -2.63061 0.73527 1.97883 0.30
H -1.14914 1.03447 2.52335 0.37
H -3.51660 4.10051 1.29394 0.49
H -4.12385 2.45866 1.32078 0.43
N -3.40774 -0.46593 -1.33467 -0.60
N -2.00719 -0.78246 -1.48414 -0.65
H -3.73916 -0.93155 -0.49614 0.22
H -3.93071 -0.87027 -2.11064 0.30
H -1.71698 -0.40315 -2.38255 0.36
H -1.83467 -1.78767 -1.55029 0.36

***

[2]
88
Properties=species:S:1:pos:R:3:mulliken_charge:R:1 method="wB97M-V/def2-TZVPD" energy_ha=-3606.061489 lumo_energy_ev=2.097 total_charge=-1 e_homo_ev=-4.73 homo_lumo_gap_ev=6.83
O -0.07374 -0.64925 3.18196 -0.67
C -0.88271 -0.67375 2.02215 -0.05
C -0.35874 -1.62994 0.92411 0.51
O 1.03669 -1.86964 1.03360 -0.13
C 1.79747 -1.41054 -0.06652 0.15
O 3.09171 -1.13442 0.34421 -0.54
C 3.12726 -0.22260 1.44744 -0.68
C 2.43960 1.12634 1.21784 1.08
C 3.40392 2.33723 1.07846 -0.56
O 2.69797 3.47685 1.48523 -0.39
P 1.08293 3.13707 2.17439 0.51
O 1.62562 1.43178 2.32160 -0.57
H 0.62032 0.00799 3.01501 0.51
H -1.87442 -1.03032 2.34145 0.28
H -0.98596 0.34330 1.62418 -0.09
H -0.86940 -2.59979 0.98641 -0.41
H -0.61314 -1.21877 -0.06295 0.34
H 1.30493 -0.51679 -0.48477 0.17
H 1.85743 -2.18473 -0.84197 0.02
H 4.19078 -0.09899 1.69037 0.32
H 2.63322 -0.70304 2.30473 0.19
H 1.81844 1.08253 0.30378 -0.53
H 4.29294 2.18827 1.72129 0.29
H 3.74766 2.44419 0.03031 0.21
H 0.72998 4.51830 1.98018 -0.18
H 1.62112 3.40708 3.48712 -0.05
H -0.21445 2.84091 2.73885 -0.01
H 0.60908 2.81974 0.83706 -0.52
C -2.14130 3.15475 -1.37727 -0.20
C -2.05832 1.66371 -1.13392 0.32
O -2.82902 1.51047 0.03957 -0.21
C -3.73705 2.51693 0.08769 0.57
O -4.67844 2.54440 0.80808 -0.58
O -3.41592 3.47769 -0.80760 -0.42
F -0.78285 1.25970 -0.90103 -0.23
H -1.35340 3.66465 -0.81817 0.30
H -2.11976 3.43504 -2.42394 0.18
H -2.48213 1.03390 -1.91624 0.22
C 0.07903 -6.26060 -2.80664 -0.50
C 0.99174 -5.82115 -1.67815 1.09
O 1.12873 -4.43545 -1.93601 -0.28
C 0.01098 -4.00769 -2.58049 0.68
O -0.33989 -2.87931 -2.65112 -0.46
O -0.66488 -5.07163 -3.08290 -0.37
F 2.20975 -6.41736 -1.73623 -0.33
H 0.67408 -6.52851 -3.68218 0.27
H -0.59852 -7.06576 -2.53882 0.31
H 0.57351 -5.91532 -0.67802 -0.40
C 0.27000 -4.51629 3.00055 -0.28
C -0.46686 -5.58524 3.78556 0.24
O -1.35344 -6.13583 2.81843 -0.37
C -0.83765 -5.90089 1.59120 0.76
O -1.23783 -6.37945 0.57446 -0.58
O 0.20366 -5.05467 1.66959 -0.20
F -1.19371 -5.08948 4.81260 -0.30
H -0.26535 -3.56930 3.03955 0.03
H 1.30469 -4.36860 3.28966 0.36
H 0.16654 -6.38885 4.16789 0.30
C 3.52523 7.72812 2.16831 -0.42
C 2.53277 6.57991 2.13501 0.45
O 1.72131 6.92871 1.01938 -0.29
C 2.43766 7.71373 0.19184 0.64
O 2.12999 8.01416 -0.91439 -0.55
O 3.58266 8.12679 0.79920 -0.34
F 1.77392 6.54988 3.25366 -0.32
H 3.12778 8.54947 2.76884 0.27
H 4.51496 7.44636 2.51570 0.28
H 2.96956 5.59130 1.96955 0.28
C 0.85492 2.80275 -4.43474 -0.36
C 0.99646 2.02750 -5.73074 0.30
O -0.07845 1.11421 -5.66607 -0.32
C -1.03767 1.63133 -4.84964 0.66
O -2.13921 1.21747 -4.74574 -0.51
O -0.55029 2.71122 -4.19462 -0.24
F 2.16298 1.34377 -5.80774 -0.29
H 1.39516 2.30077 -3.63001 0.23
H 1.15257 3.84485 -4.49935 0.29
H 0.89338 2.63134 -6.63542 0.26
C -5.05879 -3.49385 -0.30960 -0.45
C -4.08270 -2.90279 0.69103 0.14
O -3.49105 -1.86220 -0.04774 -0.10
C -4.38210 -1.44738 -0.99123 0.45
O -4.31742 -0.42832 -1.58232 -0.44
O -5.37093 -2.36724 -1.12594 -0.39
F -3.13052 -3.79978 1.05695 -0.16
H -4.55105 -4.25497 -0.90559 0.28
H -5.96593 -3.89629 0.13160 0.30
H -4.52810 -2.48966 1.59821 0.27

***

[3]
69
Properties=species:S:1:pos:R:3:mulliken_charge:R:1 method="wB97M-V/def2-TZVPD" energy_ha=-3507.329239 lumo_energy_ev=0.390 e_homo_ev=-6.90 de_lowest_kj_mol=70.8 homo_lumo_gap_ev=7.29
Lu 0.25345 -0.90092 0.16006 1.28
C 0.67033 2.51762 -1.76135 -0.81
O 0.06229 1.22900 -1.75517 0.11
C -0.81270 1.09724 -2.86524 -0.66
C -1.37870 -0.29928 -2.88044 -0.72
O -1.71569 -0.71012 -1.55449 -0.14
C -2.94213 -0.15180 -1.10041 -0.54
C -2.90431 -0.15690 0.39740 -0.93
O -1.68529 0.44822 0.83205 0.07
C -1.70688 1.87658 0.80555 -0.44
H 1.24575 2.65516 -2.68086 0.29
H 1.32493 2.58821 -0.89928 0.21
H -0.10510 3.28981 -1.70500 0.36
H -0.27767 1.26404 -3.80703 0.49
H -1.58366 1.87519 -2.78801 0.40
H -0.64473 -1.01708 -3.22941 0.21
H -2.26432 -0.34840 -3.52071 0.41
H -3.78439 -0.74846 -1.46254 0.44
H -3.05676 0.86274 -1.49004 0.36
H -2.90253 -1.17126 0.78572 0.25
H -3.76220 0.38173 0.80757 0.50
H -2.47386 2.22888 1.49808 0.15
H -1.91931 2.24111 -0.20274 0.26
H -0.72480 2.21598 1.11801 0.07
O 1.10841 -2.76130 0.93798 -0.66
C 0.03737 -3.26348 0.45931 0.60
O -1.03663 -2.58744 0.57627 -0.63
C 0.13699 -4.38258 -0.50420 0.16
C -0.29441 -5.67638 -0.26739 -0.25
C -0.16249 -6.63246 -1.26363 -0.65
C 0.39100 -6.26352 -2.48507 -0.52
C 0.80540 -4.95947 -2.71619 -0.57
C 0.68613 -3.97705 -1.73068 0.34
S 1.18876 -2.30136 -2.05393 -0.57
H -0.72626 -5.93743 0.69131 0.45
H -0.48749 -7.64986 -1.09136 0.39
H 0.49892 -6.99941 -3.27348 0.37
H 1.23032 -4.68539 -3.67472 0.42
C 2.96129 2.58822 3.52762 -0.62
N 3.03453 1.13887 3.59705 0.09
C 4.32799 0.56659 3.59715 -0.22
C 4.25605 -0.67249 3.12877 -0.83
N 2.91283 -0.94974 2.82557 -0.13
C 2.20478 0.28934 2.79805 1.14
S 1.89821 0.97587 0.97768 -0.71
H 3.66404 2.98479 4.25992 0.41
H 1.97145 2.94289 3.78902 -0.06
H 3.22499 2.95790 2.53209 0.29
H 5.16755 1.10574 4.00371 0.42
H 5.01922 -1.42600 3.04102 0.44
H 2.71331 -1.61802 2.09875 0.24
C -0.70108 3.81436 5.89466 -1.70
C -1.33988 3.42936 4.55410 2.20
C -2.81350 3.06261 4.75852 -1.58
C -1.22657 4.60508 3.57388 -1.49
C -0.60391 2.27426 4.00190 -0.81
C 0.00791 1.33138 3.58416 -0.43
H -1.19906 4.70128 6.29288 0.44
H 0.35897 4.04035 5.77078 0.29
H -0.79530 3.00670 6.62091 0.39
H -3.34110 3.91271 5.19662 0.44
H -2.91596 2.20533 5.42410 0.37
H -3.29313 2.81333 3.81023 0.23
H -1.81516 5.44854 3.94268 0.45
H -1.60044 4.33347 2.58458 0.27
H -0.18975 4.92868 3.46606 0.32
N 0.07621 -0.92336 2.93052 -0.69
C 0.72652 0.16174 3.11430 -0.16
H 0.72739 -1.69633 2.79340 0.49

***

Repeat the first record exactly.
66
Properties=species:S:1:pos:R:3:mulliken_charge:R:1 method="wB97M-V/def2-TZVPD" energy_ha=-2113.066200 lumo_energy_ev="-11.237 / -14.933" total_charge=+4 spin_multiplicity=5 e_homo_ev="-19.02 / -19.44" homo_lumo_gap_ev="7.78 / 4.51"
Ir -0.68783 0.18838 0.05438 1.75
Cl -1.61090 -2.58602 1.69359 -0.07
C -0.05776 -3.15494 2.04169 1.27
C -0.00776 -4.23817 3.00592 -0.56
C 1.18550 -4.79219 3.36380 -0.65
C 2.34594 -4.28810 2.77446 -0.66
C 2.28176 -3.21028 1.81519 -0.13
C 1.09744 -2.63007 1.43503 -0.48
P 1.15157 -1.25455 0.20546 0.92
C 1.12204 -2.05848 -1.40499 0.26
C 1.32846 -1.24360 -2.52931 -0.28
C 1.24833 -1.78334 -3.80287 -0.83
C 0.94779 -3.13233 -3.96646 -0.66
C 0.73069 -3.93996 -2.85797 -0.80
C 0.81437 -3.40860 -1.57722 -0.52
C 2.74019 -0.47164 0.49148 0.11
C 3.83430 -0.69463 -0.34367 0.01
C 5.05378 -0.09923 -0.04491 -0.79
C 5.18268 0.70003 1.08192 -0.56
C 4.09373 0.91842 1.92058 -0.80
C 2.87192 0.33875 1.62505 -0.39
H -0.94156 -4.59347 3.42512 0.52
H 1.21837 -5.59859 4.08485 0.49
H 3.31967 -4.69231 3.02771 0.49
H 3.21229 -2.85109 1.38879 0.57
H 1.60596 -0.20081 -2.40763 0.54
H 1.44219 -1.16294 -4.66764 0.49
H 0.89871 -3.55733 -4.96021 0.47
H 0.51393 -4.99160 -2.98959 0.48
H 0.66091 -4.06301 -0.72791 0.40
H 3.74454 -1.33137 -1.21471 0.48
H 5.90764 -0.26666 -0.68784 0.50
H 6.13752 1.15312 1.31375 0.46
H 4.20960 1.53626 2.80107 0.47
H 2.02281 0.50259 2.28327 0.40
N -4.42818 3.68438 -1.12723 -0.10
C -3.17681 3.04461 -0.54494 0.49
C -1.96563 3.82246 -1.05104 -1.31
C -0.65072 3.45270 -0.35867 0.04
N -0.07819 2.15899 -0.86368 -0.75
C -0.78748 3.44281 1.16231 -1.32
C -2.00132 2.69149 1.70496 0.07
N -1.76170 1.20370 1.72623 -0.72
C -3.29045 3.07716 0.97607 -1.27
H -4.41681 3.69202 -2.15201 0.38
H -4.52601 4.66002 -0.82344 0.40
H -5.28092 3.19481 -0.83832 0.38
H -3.18928 2.01718 -0.91862 -0.15
H -2.12043 4.88845 -0.85348 0.49
H -1.86320 3.72546 -2.13551 0.47
H 0.06438 4.23379 -0.62441 0.46
H 0.92251 2.18891 -0.66802 0.33
H -0.13295 2.15295 -1.88107 0.29
H -0.87192 4.48078 1.49207 0.53
H 0.13083 3.06824 1.62354 0.39
H -2.13790 2.98895 2.74658 0.41
H -2.63061 0.73527 1.97883 0.30
H -1.14914 1.03447 2.52335 0.37
H -3.51660 4.10051 1.29394 0.49
H -4.12385 2.45866 1.32078 0.43
N -3.40774 -0.46593 -1.33467 -0.60
N -2.00719 -0.78246 -1.48414 -0.65
H -3.73916 -0.93155 -0.49614 0.22
H -3.93071 -0.87027 -2.11064 0.30
H -1.71698 -0.40315 -2.38255 0.36
H -1.83467 -1.78767 -1.55029 0.36